# C5H7IO3

One molecule with the formula C5H7IO3 in a non-equilibrium geometry (ωB97M-V/def2-TZVPD, OMol25).

```
! wB97M-V def2-TZVPD RIJCOSX def2/J DEFGRID3
* xyz 0 3
C 1.2247 -0.4966 -0.0735
C -0.1880 0.5014 -0.1160
C 1.1619 -1.8553 0.1191
C -0.1826 -2.3942 -0.2528
C -0.1157 2.0369 0.1449
O 2.1459 -2.4172 0.6057
O -1.4551 0.0990 -0.1310
O -1.4315 2.5420 -0.0301
I 2.9319 0.6824 -0.0090
H -0.4638 -1.9423 -1.1885
H -0.8303 -1.9927 0.4323
H -0.0087 -3.5019 -0.3555
H 0.2892 2.2714 1.0393
H 0.5604 2.5360 -0.5983
H -1.9391 0.9570 -0.3312
H -1.6992 2.9741 0.7444
*
```

Values from the calculation:
**Kohn-Sham gap (alpha / beta)**: 6.77 / 7.84 eV
**Lowest unoccupied orbital energy (alpha / beta)**: 0.298 / -1.807 eV

=====

# C3H5NO2

One molecule with the formula C3H5NO2 in a non-equilibrium geometry (ωB97M-V/def2-TZVPD, OMol25).

```
! wB97M-V def2-TZVPD RIJCOSX def2/J DEFGRID3
* xyz 0 1
N 1.7484 -0.4171 -1.4998
C 1.3644 -0.4397 -0.2509
O 0.4757 0.5216 -0.0826
C -0.3687 -0.0322 0.9083
C -1.6856 0.5334 0.8350
O -1.4460 -0.8630 0.5841
H 2.4044 -1.1158 -1.7562
H 1.4835 0.2151 -2.2406
H 0.1713 -0.2921 1.8103
H -2.2116 0.7734 1.7437
H -1.9357 1.1163 -0.0512
*
```

Values from the calculation:
**Kohn-Sham gap**: 9.95 eV
**Lowest unoccupied orbital energy**: 1.078 eV
**Energy relative to the best compared isomer or geometry (same formula, charge and spin)**: 3.835 eV

=====

no.,molecular weight (g mol⁻¹)
1,242.01
2,87.08